23
Properties=species:S:1:pos:R:3 method="wB97M-V/def2-TZVPD" homo_ev=-3.4 orbital_gap_ev=6.849 fmax_ha_per_bohr=0.0471 charge=-1
N 0.18154 1.95626 0.85247
C 0.38976 0.50602 0.78064
C 1.82449 0.14111 1.15401
S 2.76706 0.13620 -0.46649
C -0.62002 -0.16052 1.71573
N -1.78275 -0.51508 1.07388
C -2.17763 -0.08233 -0.23300
O -0.43839 -0.45224 2.88200
H 0.96786 2.40741 1.30046
H 0.12503 2.38350 -0.06166
H 0.20517 0.15871 -0.22466
H 2.22719 0.93438 1.78188
H 1.97445 -0.83505 1.59246
H -2.55078 -0.83164 1.64627
H -1.38008 -0.23596 -0.98735
H -2.92606 -0.65157 -0.79810
H -2.47234 0.96856 -0.31721
H 0.08944 -2.26482 -1.39831
H 1.45495 -1.56068 -1.38611
O 0.95828 -2.30058 -1.81416
H 0.37600 -0.64668 -2.50663
H 0.76222 0.70076 -2.07434
O 0.04460 0.24426 -2.51178